Computed, not measured: a single C11H12N2O4S molecule in a non-equilibrium geometry, with ωB97M-V with the def2-TZVPD basis set.

Computed properties:
HOMO-LUMO gap	8.315	eV
energy relative to the best compared isomer or geometry (same formula, charge and spin)	1.372	eV
multiplicity	1
SMILES	Cc1ccc(NC2=CS(=O)(=O)C[C@@H]2[N+](=O)[O-])cc1

The geometry in XYZ format:
```
30
C11H12N2O4S, DFT ωB97M-V with the def2-TZVPD basis set
C -0.52 -4.36 2.05
C -0.79 -3.00 1.55
C -2.01 -2.51 1.31
C -2.21 -1.18 0.78
C -1.06 -0.41 0.60
N -1.18 0.94 0.10
C -0.16 1.69 -0.57
C 0.12 2.81 0.06
S 1.50 3.69 -0.58
O 2.42 3.97 0.56
O 1.00 4.84 -1.41
C 2.05 2.26 -1.57
C 0.84 1.34 -1.75
N 0.23 1.51 -3.14
O -0.97 1.80 -3.24
O 1.01 1.37 -4.10
C 0.22 -0.88 0.89
C 0.31 -2.23 1.32
H -0.83 -4.39 3.12
H 0.53 -4.59 2.03
H -0.94 -5.12 1.37
H -2.81 -3.05 1.62
H -3.27 -0.75 0.60
H -1.94 1.55 0.46
H -0.34 3.04 0.98
H 2.95 1.69 -1.11
H 2.41 2.50 -2.64
H 1.07 0.35 -1.67
H 1.10 -0.26 0.74
H 1.27 -2.61 1.64
```

---

Computed, not measured: 13 unconnected molecules or ions with the total composition C13H52N6O13 in a non-equilibrium geometry, with ωB97M-V with the def2-TZVPD basis set.

Computed properties:
HOMO-LUMO gap	8.544	eV
energy relative to the best compared isomer or geometry (same formula, charge and spin)	1.213	eV
multiplicity	1

The geometry in XYZ format:
```
84
C13H52N6O13, DFT ωB97M-V with the def2-TZVPD basis set
C -3.82 1.42 -1.19
O -4.13 2.68 -0.63
H -4.09 1.50 -2.25
H -2.76 1.26 -1.04
H -4.30 0.55 -0.74
H -4.97 3.04 -0.94
C -0.24 -0.57 4.28
O -1.19 -0.94 5.26
H 0.42 0.27 4.47
H 0.30 -1.47 3.98
H -0.82 -0.19 3.43
H -2.07 -1.03 4.85
C 2.50 1.03 -1.73
O 1.19 0.89 -2.25
H 3.29 0.49 -2.26
H 2.85 2.06 -1.84
H 2.46 0.87 -0.65
H 1.17 -0.08 -2.40
C -2.78 -3.22 -0.54
O -3.45 -2.02 -0.87
H -3.10 -4.00 -1.24
H -1.70 -3.29 -0.44
H -3.18 -3.53 0.43
H -3.33 -1.79 -1.81
C -1.71 -0.24 -3.79
O -2.60 -1.39 -3.93
H -1.22 -0.34 -2.82
H -0.84 -0.40 -4.43
H -2.25 0.70 -3.85
H -2.21 -1.88 -4.65
C 1.81 -4.76 0.47
O 0.85 -3.70 0.48
H 1.46 -5.65 0.99
H 2.10 -5.02 -0.56
H 2.68 -4.32 0.96
H 1.26 -2.88 0.18
C -0.15 -0.39 0.62
O -0.14 1.04 0.83
H 0.12 -0.86 1.57
H -1.11 -0.68 0.19
H 0.68 -0.46 -0.08
H 0.57 1.32 1.43
C 4.65 -1.05 -0.08
O 3.46 -1.76 0.20
H 5.19 -0.90 0.86
H 5.43 -1.53 -0.67
H 4.42 -0.02 -0.36
H 3.08 -2.00 -0.66
C -0.15 4.18 1.93
O 0.49 5.06 2.90
H -1.16 4.58 1.79
H 0.28 4.18 0.93
H -0.28 3.19 2.35
H -0.20 5.40 3.47
C -3.34 -1.14 2.30
O -3.54 -0.66 3.63
H -4.07 -1.92 2.09
H -3.35 -0.36 1.54
H -2.36 -1.61 2.21
H -4.15 0.08 3.62
C 2.93 2.19 2.94
O 2.15 1.49 2.29
N 4.07 1.65 3.47
N 2.74 3.50 3.23
H 4.73 2.24 3.93
H 4.26 0.69 3.29
H 1.83 3.88 2.93
H 3.48 4.02 3.66
C -0.65 4.00 -1.84
O -1.24 5.07 -2.05
N 0.42 3.63 -2.54
N -0.97 3.12 -0.84
H 0.76 4.23 -3.26
H 0.89 2.74 -2.36
H -0.59 2.19 -0.94
H -1.81 3.28 -0.31
C 0.88 -2.81 -3.15
O 1.12 -1.80 -2.48
N 0.65 -2.77 -4.46
N 0.51 -3.96 -2.53
H 0.94 -1.97 -5.00
H 0.34 -3.58 -4.97
H 0.47 -4.08 -1.53
H 0.12 -4.74 -3.03
```

---

Computed, not measured: 6 unconnected molecules or ions with the total composition C13H37N10O12PS in a non-equilibrium geometry, with ωB97M-V with the def2-TZVPD basis set.

Computed properties:
HOMO-LUMO gap	10.039	eV
energy relative to the best compared isomer or geometry (same formula, charge and spin)	7.926	eV
multiplicity	1
SMILES	CCOP(=O)(CC[C@@H]1COS(=O)(=O)O1)OCC.NC(N)=O.NC(N)=O.NC(N)=O.NC(N)=O.NC(N)=O

The geometry in XYZ format:
```
74
C13H37N10O12PS, DFT ωB97M-V with the def2-TZVPD basis set
C 3.46 -0.93 1.47
C 3.07 -1.66 0.03
O 2.09 -0.92 -0.76
P 0.52 -0.86 0.08
O 0.46 -2.04 1.13
C -0.81 -1.15 -1.26
C -1.86 -2.36 -0.94
C -2.72 -2.18 0.44
C -2.46 -3.29 1.66
O -3.70 -3.71 2.33
S -4.73 -2.37 1.90
O -6.23 -2.65 2.18
O -4.16 -1.24 2.83
O -4.20 -2.33 0.24
O 0.47 0.74 0.81
C -0.81 0.98 1.49
C -1.80 1.74 0.43
H 4.62 -1.08 1.70
H 2.88 -1.52 2.32
H 3.14 0.20 1.43
H 4.08 -1.65 -0.60
H 2.80 -2.80 0.16
H -1.45 -0.20 -1.54
H -0.24 -1.46 -2.27
H -2.66 -2.35 -1.83
H -1.39 -3.45 -0.98
H -2.65 -1.04 0.70
H -2.11 -4.30 1.13
H -1.68 -2.85 2.44
H -0.60 1.75 2.37
H -1.27 0.03 2.01
H -2.28 2.72 0.85
H -2.59 1.00 -0.07
H -1.11 2.09 -0.48
N -3.35 3.69 -3.52
C -2.17 3.18 -3.11
N -1.16 4.07 -3.07
O -2.03 2.01 -2.80
H -3.48 4.65 -3.78
H -4.13 3.05 -3.57
H -0.26 3.73 -2.76
H -1.26 5.04 -3.32
N 3.04 -4.57 4.34
C 3.94 -3.63 4.01
N 5.21 -4.07 3.94
O 3.63 -2.47 3.80
H 3.27 -5.53 4.52
H 2.07 -4.28 4.40
H 5.92 -3.39 3.70
H 5.48 -5.02 4.12
N -0.87 6.49 2.43
C -1.85 5.97 1.68
N -3.06 5.93 2.28
O -1.67 5.56 0.54
H -1.00 6.83 3.37
H 0.05 6.53 2.02
H -3.83 5.55 1.75
H -3.23 6.26 3.21
N 3.33 5.33 -2.24
C 2.87 4.41 -1.37
N 2.41 3.29 -1.94
O 2.87 4.59 -0.17
H 3.33 5.21 -3.24
H 3.68 6.20 -1.86
H 2.06 2.57 -1.33
H 2.40 3.12 -2.94
N 1.42 -5.05 -3.17
C 0.21 -4.72 -3.68
N -0.28 -5.60 -4.57
O -0.38 -3.71 -3.36
H 1.92 -5.88 -3.42
H 1.82 -4.41 -2.50
H -1.18 -5.39 -4.97
H 0.20 -6.44 -4.84
```

---

Computed, not measured: a molecular structure, C51H46BiBrCl2N6O4S in a non-equilibrium geometry, with ωB97M-V with the def2-TZVPD basis set.

Computed properties:
HOMO-LUMO gap	4.209	eV
total charge	-2
energy relative to the best compared isomer or geometry (same formula, charge and spin)	0.000	eV
multiplicity	1

The geometry in XYZ format:
```
112
C51H46BiBrCl2N6O4S, DFT ωB97M-V with the def2-TZVPD basis set
Bi 0.77 -0.95 -0.29
C -2.39 -2.96 2.18
C -1.39 -2.68 1.10
N -0.15 -2.01 1.41
N -0.08 -1.43 2.70
C 1.03 -1.53 3.36
N 1.04 -0.94 4.63
S 2.47 -2.43 2.95
C -1.56 -3.00 -0.20
C -2.59 -3.88 -0.67
C -2.50 -4.42 -1.89
C -1.52 -4.00 -2.87
C -0.68 -3.03 -2.44
N -0.64 -2.62 -1.16
H -2.68 -2.00 2.58
H -2.06 -3.50 3.06
H -3.31 -3.48 1.82
H 0.25 -0.32 4.83
H 1.92 -0.58 4.97
H -3.37 -4.20 0.05
H -3.16 -5.23 -2.11
H -1.47 -4.38 -3.94
H 0.02 -2.55 -3.12
C -3.51 3.33 3.14
C -2.48 2.26 2.86
C -2.28 1.32 4.08
O -1.23 2.88 2.52
C -0.53 1.78 1.89
C -1.66 1.04 1.17
O -2.83 1.54 1.72
C -1.87 0.96 -0.40
O -0.85 0.31 -1.02
C -3.12 0.05 -0.64
C -3.42 -0.17 -2.00
C -4.39 -1.04 -2.46
C -5.16 -1.69 -1.51
C -4.98 -1.50 -0.15
C -3.91 -0.72 0.30
C -2.14 2.31 -1.05
C -1.40 2.73 -2.15
C -1.72 3.86 -2.89
C -2.77 4.65 -2.48
C -3.57 4.24 -1.44
C -3.27 3.09 -0.67
C 0.91 2.19 1.19
O 1.38 0.96 0.68
C 1.81 2.59 2.35
C 1.63 3.76 3.10
C 2.52 4.02 4.18
C 3.61 3.24 4.44
C 3.72 2.03 3.74
C 2.86 1.73 2.62
C 0.93 3.33 0.17
C 1.74 3.17 -0.92
C 1.84 4.15 -1.92
C 1.15 5.36 -1.74
C 0.37 5.53 -0.61
C 0.18 4.50 0.34
H -3.25 3.72 4.12
H -4.54 2.91 3.15
H -3.45 4.16 2.41
H -1.76 1.87 4.88
H -1.69 0.46 3.75
H -3.19 0.95 4.45
H -0.20 1.05 2.69
H -1.58 -0.03 1.46
H -2.77 0.36 -2.73
H -4.58 -1.18 -3.52
H -5.96 -2.37 -1.86
H -5.66 -1.94 0.54
H -3.80 -0.57 1.39
H -0.60 2.06 -2.51
H -1.05 4.13 -3.71
H -3.06 5.54 -3.02
H -4.44 4.89 -1.22
H -3.94 2.66 0.10
H 0.74 4.35 2.88
H 2.48 5.02 4.68
H 4.31 3.42 5.21
H 4.51 1.32 3.95
H 3.04 0.82 2.00
H 2.26 2.22 -1.03
H 2.40 3.96 -2.86
H 1.23 6.29 -2.38
H -0.09 6.52 -0.46
H -0.55 4.62 1.21
C 2.61 -5.32 -3.02
C 2.41 -3.97 -3.73
C 1.61 -3.79 -4.85
C 1.43 -2.51 -5.34
C 2.01 -1.42 -4.62
Br 1.61 0.42 -5.08
N 2.78 -1.59 -3.59
C 2.96 -2.84 -3.13
H 1.86 -6.05 -3.36
H 2.31 -5.11 -2.00
H 3.65 -5.75 -3.05
H 1.09 -4.62 -5.33
H 0.83 -2.29 -6.23
H 3.58 -2.96 -2.26
Cl 3.31 -5.02 1.49
C 4.20 -3.82 0.62
C 5.18 -4.33 -0.24
C 5.99 -3.46 -0.98
C 5.76 -2.11 -0.94
C 4.65 -1.59 -0.18
Cl 4.51 0.11 -0.07
C 3.86 -2.39 0.72
N 2.93 -1.80 1.45
H 5.31 -5.40 -0.24
H 6.82 -3.77 -1.57
H 6.38 -1.45 -1.48
```

---

Computed, not measured: 2 unconnected molecules or ions with the total composition C3H10N2O2 in a non-equilibrium geometry, with ωB97M-V with the def2-TZVPD basis set.

Computed properties:
HOMO-LUMO gap	9.719	eV
energy relative to the best compared isomer or geometry (same formula, charge and spin)	5.917	eV
multiplicity	1
SMILES	C/C=[NH+]\[O-].CNO

The geometry in XYZ format:
```
17
C3H10N2O2, DFT ωB97M-V with the def2-TZVPD basis set
C 0.95 2.84 0.26
C 1.42 1.51 -0.02
N 0.73 0.56 0.56
O -0.33 0.96 1.26
H -0.13 2.36 0.84
H 1.31 3.26 1.20
H 1.06 3.54 -0.57
H 2.17 1.23 -0.75
H 0.68 -0.42 0.23
C -0.99 -2.18 -1.21
N -0.47 -1.95 0.14
O -1.55 -1.54 0.99
H -1.85 -2.86 -1.22
H -0.19 -2.60 -1.82
H -1.30 -1.23 -1.63
H -0.17 -2.84 0.53
H -1.34 -0.61 1.21
```

---

Computed, not measured: a molecular structure, C42H47Cl2N6O2P2Pb, with ωB97M-V with the def2-TZVPD basis set.

Computed properties:
HOMO-LUMO gap	6.121	eV
total charge	-1
energy relative to the best compared isomer or geometry (same formula, charge and spin)	0.000	eV
multiplicity	1

The geometry in XYZ format:
```
102
C42H47Cl2N6O2P2Pb, DFT ωB97M-V with the def2-TZVPD basis set
Pb 0.30 0.95 0.53
Cl 0.26 3.61 7.17
C 0.67 3.44 5.49
C -0.16 2.67 4.68
C 0.10 2.53 3.32
N -0.69 1.74 2.50
C -2.02 1.63 2.57
O -2.64 0.70 2.03
C -2.86 2.72 3.21
C -4.03 2.35 3.87
C -4.82 3.34 4.41
C -4.43 4.66 4.26
C -3.26 4.93 3.57
N -2.48 3.98 3.06
C 1.28 3.09 2.77
C 2.10 3.85 3.61
C 1.79 4.03 4.95
Cl 2.87 4.98 5.93
N 1.52 2.83 1.41
C 2.48 3.47 0.74
O 3.28 4.32 1.13
C 2.55 3.13 -0.74
C 3.42 3.85 -1.56
C 3.44 3.56 -2.91
C 2.60 2.58 -3.42
C 1.77 1.91 -2.53
N 1.76 2.18 -1.23
H -1.02 2.19 5.12
H -4.29 1.30 3.92
H -5.73 3.09 4.94
H -5.02 5.48 4.67
H -2.93 5.95 3.42
H 2.99 4.31 3.20
H 4.04 4.61 -1.11
H 4.10 4.10 -3.58
H 2.57 2.33 -4.47
H 1.08 1.15 -2.87
C 2.98 -1.91 1.27
P 2.70 -3.42 0.26
C 1.53 -2.68 -0.97
N 1.95 -2.27 -2.14
C 1.06 -1.67 -2.97
C 1.48 -1.21 -4.24
C 0.60 -0.53 -5.04
C -0.72 -0.27 -4.60
C -1.15 -0.72 -3.39
C -0.27 -1.45 -2.56
N -0.72 -1.97 -1.38
C 0.13 -2.58 -0.61
P -0.47 -3.29 0.99
C -2.06 -2.40 1.16
C -1.06 -4.99 0.40
C 0.12 -5.79 -0.17
C -2.16 -4.92 -0.65
C -1.57 -5.72 1.65
C 4.32 -3.63 -0.66
C 5.25 -4.29 0.36
C 4.98 -2.35 -1.17
C 4.08 -4.61 -1.81
H 3.80 -2.10 1.97
H 2.08 -1.72 1.85
H 3.21 -1.03 0.67
H 2.50 -1.40 -4.54
H 0.92 -0.17 -6.01
H -1.38 0.31 -5.24
H -2.15 -0.52 -3.02
H -2.63 -2.36 0.23
H -1.88 -1.37 1.48
H -2.64 -2.88 1.94
H 0.52 -5.33 -1.08
H -0.23 -6.79 -0.43
H 0.93 -5.88 0.55
H -1.86 -4.35 -1.52
H -3.07 -4.47 -0.25
H -2.41 -5.94 -0.98
H -0.79 -5.81 2.40
H -1.91 -6.72 1.37
H -2.42 -5.20 2.10
H 5.42 -3.66 1.23
H 6.22 -4.48 -0.10
H 4.85 -5.25 0.71
H 5.22 -1.67 -0.35
H 4.35 -1.83 -1.89
H 5.93 -2.61 -1.66
H 3.53 -5.50 -1.46
H 5.04 -4.95 -2.21
H 3.52 -4.15 -2.62
C -4.68 1.86 -1.39
C -3.57 2.81 -1.85
C -3.92 4.25 -1.43
C -3.42 2.75 -3.37
C -2.31 2.40 -1.20
C -1.29 2.03 -0.66
H -5.64 2.17 -1.81
H -4.75 1.85 -0.30
H -4.47 0.84 -1.71
H -4.86 4.56 -1.90
H -3.13 4.94 -1.73
H -4.03 4.31 -0.35
H -4.36 3.04 -3.86
H -3.18 1.73 -3.69
H -2.63 3.41 -3.71
```

---

> Look up the energy relative to the best compared isomer or geometry (same formula, charge and spin) of the sixth one.

0.000 eV

---

> Among the records above, which one has the highest HOMO-LUMO gap?

C13H37N10O12PS

---

> multiplicity of number 6 (C42H47Cl2N6O2P2Pb)?

1

---

> Which formula does entry 2 have?

C13H52N6O13